1.
78
Properties=species:S:1:pos:R:3:nbo_charge:R:1 method="wB97M-V/def2-TZVPD" total_charge=-2 orbital_gap_ev=5.5
K -0.61307 -1.25071 -0.85774 0.8779
C -7.18099 0.40252 -0.27771 -0.6233
C -5.89048 -0.24069 0.16663 -0.0126
C -4.88490 0.53382 0.73724 -0.2581
C -3.67810 -0.02393 1.12996 -0.0277
C -3.50528 -1.39239 1.00960 -0.3448
C -4.49492 -2.18686 0.44698 -0.1613
C -5.68315 -1.60799 0.01897 -0.2597
S -2.04649 -2.17930 1.63005 2.3013
O -1.03213 -1.15662 1.88973 -1.0016
O -2.48186 -2.91807 2.80300 -0.9987
N -1.66699 -3.12884 0.41944 -0.9725
C -0.41932 -3.68581 0.34234 0.3682
C 0.52346 -3.72105 1.41653 -0.3033
C 1.77351 -4.25345 1.21352 -0.1700
C 2.11155 -4.78443 -0.03281 -0.3451
C 1.13686 -4.74243 -1.00846 0.0457
N -0.08408 -4.21922 -0.85926 -0.4948
H -6.98599 1.29776 -0.87541 0.2125
H -7.78772 0.70683 0.58187 0.2006
H -7.77735 -0.28691 -0.88045 0.1987
H -5.02922 1.60535 0.83999 0.1999
H -2.90351 0.58387 1.57002 0.2339
H -4.32222 -3.25236 0.33724 0.2286
H -6.45069 -2.22547 -0.44059 0.1884
H 0.24369 -3.31844 2.38082 0.2320
H 2.49435 -4.25796 2.02512 0.1964
H 3.08949 -5.19812 -0.23828 0.1971
H 1.34745 -5.15050 -1.99578 0.1706
C -1.40990 2.24556 2.92902 -1.1308
Si 0.43999 2.47993 2.89806 1.6809
C 0.86174 3.78465 4.19889 -1.1087
C 1.18996 0.87610 3.48996 -1.1294
C 1.04667 3.04056 1.25437 -1.2746
Te 0.68304 1.62748 -0.46285 0.7120
C 2.63183 2.15259 -1.29578 -1.2263
Si 4.03282 1.11522 -0.69645 1.6889
C 3.62444 -0.70253 -0.65724 -1.1633
C 4.60148 1.65875 1.00093 -1.1234
C 5.52057 1.35421 -1.83007 -1.1154
H -1.81556 2.40935 3.93420 0.2146
H -1.63035 1.21230 2.63007 0.2606
H -1.92042 2.92091 2.22891 0.2327
H 0.47481 3.49895 5.18740 0.2132
H 0.42992 4.75982 3.93092 0.2164
H 1.95133 3.91115 4.27987 0.2171
H 0.73396 0.59894 4.44955 0.2215
H 2.27222 0.94307 3.63402 0.2135
H 0.97322 0.07456 2.76925 0.2769
H 2.13473 3.17837 1.29928 0.2245
H 0.59870 4.01509 1.02252 0.2184
H 2.78944 3.22106 -1.13252 0.2238
H 2.49696 1.98601 -2.37163 0.2448
H 3.47843 -1.05245 0.37169 0.2355
H 4.40887 -1.31007 -1.12565 0.2131
H 2.67384 -0.85560 -1.19477 0.3031
H 3.81466 1.45724 1.73269 0.2415
H 4.83562 2.73170 1.03853 0.2179
H 5.49723 1.09590 1.29433 0.2165
H 5.26870 1.04407 -2.85430 0.2265
H 6.37656 0.75364 -1.49263 0.2128
H 5.82961 2.40744 -1.86282 0.2137
C 0.04290 0.27980 -4.40770 -0.6300
C 1.20820 -0.20728 -3.53737 0.1340
C 1.63516 -1.61910 -3.97416 -0.6282
O 0.89384 -0.19069 -2.20369 -0.9733
H 0.31250 0.31222 -5.47492 0.1666
H -0.26553 1.27999 -4.08305 0.2150
H -0.81856 -0.38978 -4.27759 0.1940
H 2.06959 0.45902 -3.78409 0.0908
H 0.81514 -2.32251 -3.78004 0.1962
H 2.50047 -1.94441 -3.38604 0.2013
H 1.89591 -1.66250 -5.04235 0.1703
C -2.59792 1.48967 -1.63109 -0.2114
O -1.96135 0.60367 -0.79585 -0.9950
H -2.29983 2.55014 -1.47460 0.1119
H -3.71289 1.48369 -1.52330 0.0990
H -2.41466 1.29551 -2.71444 0.1122


2.
75
Properties=species:S:1:pos:R:3:lowdin_spin:R:1 method="wB97M-V/def2-TZVPD" total_charge=+4 spin_multiplicity=5 orbital_gap_ev="6.8 / 2.4"
Os -0.13082 -0.30380 -0.24387 0.8510
P 0.38501 2.18971 0.25341 0.0454
P -1.14081 -0.94642 -2.35335 0.0696
P 1.91162 -0.26504 -1.17164 0.0171
H -0.12380 -2.06262 1.90378 0.0162
C 0.62896 -1.44839 1.39289 0.0421
C 0.67886 -0.06743 1.80840 -0.0021
H -0.06493 0.29241 2.52651 0.0014
C -0.69978 2.98405 1.51790 0.0031
C 0.22844 3.42942 -1.09921 0.0204
C 1.99243 2.75638 0.97633 0.0023
C -0.97106 -2.64010 -3.06426 0.0251
C -2.97433 -0.81231 -2.54265 0.0021
C -0.57382 0.00061 -3.84257 0.0164
C 3.36533 -0.24252 -0.04089 -0.0029
C 2.36800 1.10249 -2.34033 0.0060
C 2.40381 -1.71626 -2.18582 0.0460
H 1.59678 -1.95174 1.26318 0.0078
H 1.65754 0.39437 1.95977 -0.0010
H -0.86053 2.30764 2.36099 0.0001
H -1.67354 3.27767 1.10922 0.0005
H -0.20599 3.88420 1.90219 0.0006
H -0.82365 3.65948 -1.29082 0.0007
H 0.69342 3.09124 -2.02903 0.0005
H 0.71687 4.36009 -0.78776 0.0036
H 2.28152 2.14247 1.83250 0.0002
H 1.84940 3.77615 1.35909 0.0009
H 2.80578 2.76786 0.24352 0.0000
H -1.54233 -2.68502 -4.00356 0.0021
H -1.37642 -3.37580 -2.35675 0.0064
H 0.07784 -2.88041 -3.27101 0.0002
H -3.29435 -1.37603 -3.42948 -0.0003
H -3.29810 0.22834 -2.66381 0.0002
H -3.47201 -1.22726 -1.65856 0.0009
H -1.21246 -0.26161 -4.69830 0.0017
H 0.45759 -0.26423 -4.09721 0.0002
H -0.62941 1.08688 -3.70479 0.0001
H 4.28278 -0.31373 -0.64394 -0.0004
H 3.33000 -1.10364 0.63538 -0.0001
H 3.41840 0.67797 0.54961 0.0000
H 3.31079 0.86074 -2.85371 0.0003
H 2.51126 2.05742 -1.82318 0.0004
H 1.60110 1.23849 -3.11048 0.0001
H 3.49921 -1.74808 -2.28378 0.0015
H 1.93687 -1.70896 -3.17725 0.0009
H 2.09712 -2.63399 -1.65473 0.0212
C 1.28583 -5.53609 0.74533 0.1012
C 1.59101 -5.19559 2.07088 0.2945
C 2.12231 -6.15201 2.94588 0.2336
C 2.34356 -7.47021 2.50918 0.0451
C 1.99080 -7.82483 1.19806 0.2142
C 1.45642 -6.87283 0.33133 0.3169
Se 0.72498 -4.21121 -0.53209 0.7456
H -0.09143 -2.94859 0.05884 0.0715
H 1.42530 -4.17156 2.40992 0.0101
H 2.37510 -5.87406 3.97146 0.0063
H 2.78763 -8.20729 3.19185 -0.0013
H 2.14830 -8.85343 0.86716 0.0053
H 1.18656 -7.16164 -0.68032 0.0109
N -2.53912 2.01126 -1.47485 0.1195
C -2.84499 1.44201 -0.28790 0.0720
N -2.19517 0.47486 0.36484 0.1582
C -2.85635 0.17978 1.58099 0.0809
C -2.39718 -0.63730 2.61943 0.0731
C -3.03926 -0.57977 3.85780 0.0115
C -4.17597 0.21626 4.05133 0.1450
C -4.70893 0.94686 2.98776 0.0068
C -4.01972 0.95963 1.78107 0.0688
S -4.35350 1.98163 0.40757 -0.0149
H -3.20103 2.66980 -1.86515 0.0026
H -1.66247 1.84765 -1.94811 0.0078
H -1.54904 -1.29828 2.44599 0.0035
H -2.63087 -1.17602 4.67098 -0.0014
H -4.62541 0.26228 5.03869 0.0056
H -5.61487 1.54025 3.08298 -0.0014


3.
75
Properties=species:S:1:pos:R:3:lowdin_spin:R:1 method="wB97M-V/def2-TZVPD" total_charge=+4 spin_multiplicity=3 e_above_lowest_kj_mol=113.75 orbital_gap_ev="5.2 / 4.2"
W 0.25941 0.17882 0.42549 0.8432
P 2.23451 0.88354 1.41103 0.0302
P -1.86604 1.38657 0.74280 0.0012
P 0.70626 1.47724 -1.51208 0.0464
H -0.43832 -2.24192 -0.28611 -0.0025
C 0.52228 -1.73503 -0.49848 -0.0001
C 1.59716 -1.76436 0.49600 -0.0190
H 1.48963 -2.40472 1.37635 -0.0001
C 2.69353 -0.04516 2.92224 0.0230
C 2.38902 2.64553 1.89478 -0.0075
C 3.82568 0.69908 0.48701 0.0126
C -3.16507 0.57480 -0.27875 0.0010
C -2.84145 1.52046 2.30807 0.0005
C -1.99118 3.16902 0.26204 -0.0010
C 2.07802 0.77961 -2.50328 0.0008
C 1.30206 3.22442 -1.40090 0.0064
C -0.62893 1.74313 -2.74098 0.0267
H 0.81664 -1.82039 -1.57868 0.0046
H 2.63205 -1.71098 0.12108 -0.0018
H 2.73424 -1.11699 2.70552 0.0005
H 1.95320 0.10383 3.71168 -0.0001
H 3.67716 0.30016 3.26436 0.0021
H 1.62317 2.93950 2.61636 -0.0001
H 2.29717 3.30474 1.02426 -0.0001
H 3.37959 2.76018 2.35887 -0.0012
H 3.94700 -0.31033 0.08312 0.0001
H 4.64101 0.88841 1.20105 0.0007
H 3.90560 1.41584 -0.33717 -0.0001
H -4.09106 1.17148 -0.25670 -0.0001
H -3.37585 -0.41644 0.14377 0.0001
H -2.84592 0.44824 -1.31808 0.0006
H -3.78766 2.05766 2.13418 -0.0002
H -2.28659 2.07709 3.07104 0.0001
H -3.07780 0.53097 2.72054 0.0001
H -2.99827 3.54919 0.49747 -0.0004
H -1.80486 3.33236 -0.80470 -0.0001
H -1.26105 3.75321 0.83920 0.0000
H 2.24506 1.44651 -3.36199 0.0001
H 1.83368 -0.22201 -2.87414 -0.0001
H 3.00022 0.72498 -1.91631 -0.0001
H 1.33510 3.62504 -2.42662 0.0001
H 2.31399 3.28138 -0.98256 -0.0002
H 0.62064 3.84705 -0.80827 0.0001
H -0.17165 1.83232 -3.73404 0.0024
H -1.16784 2.67618 -2.53192 0.0006
H -1.34376 0.91549 -2.77027 0.0001
C -0.52653 -2.75259 -4.62751 0.0778
C -1.60112 -2.61154 -5.52493 0.3013
C -1.68775 -3.42573 -6.65608 0.0643
C -0.73309 -4.41040 -6.90565 0.0742
C 0.31164 -4.60974 -5.98174 0.3228
C 0.40822 -3.78727 -4.84119 0.1068
S -0.29658 -1.50472 -3.42307 0.0230
H -1.16745 -1.77799 -2.39384 0.0046
H -2.34272 -1.85709 -5.30133 0.0108
H -2.52752 -3.30228 -7.33687 -0.0004
H -0.80149 -5.04473 -7.78365 0.0003
H 1.04215 -5.39604 -6.12473 0.0117
H 1.19546 -3.94100 -4.11376 0.0016
N -1.26309 -2.81008 1.53876 0.0011
C -1.06313 -1.91434 2.58580 0.0086
N -0.50079 -0.71757 2.44758 0.0079
C -0.56295 -0.04922 3.74616 0.0030
C -0.15593 1.24761 4.06546 0.0017
C -0.33922 1.73638 5.36398 0.0002
C -0.89902 0.92401 6.35144 0.0002
C -1.33951 -0.36647 6.04351 0.0009
C -1.14625 -0.84820 4.74846 0.0003
S -1.73686 -2.38088 4.13205 0.0068
H -0.43218 -3.39559 1.38064 0.0004
H -2.06163 -3.41168 1.74765 0.0001
H 0.25483 1.87403 3.27332 0.0008
H -0.02887 2.75676 5.59232 0.0000
H -1.06372 1.32417 7.35146 0.0000
H -1.84470 -1.02353 6.74950 0.0000


no.,DFT total energy (Ha)
1,-3195.9572
2,-4962.5449
3,-2935.7712